Record 1
28
Properties=species:S:1:pos:R:3:mulliken_charge:R:1 method="wB97M-V/def2-TZVPD" lumo_energy_ev=-0.25 energy_ha=-607.63746 multiplicity=1 e_above_lowest_kj_mol=0.0 homo_energy_ev=-7.0 gap_ev=6.7 total_charge=0
Na 0.710 -0.592 1.968 0.74
C -0.636 -3.024 2.204 -0.89
H -0.741 -2.222 2.935 0.26
H 0.133 -3.720 2.534 0.35
H -1.588 -3.545 2.151 0.28
C -2.532 -0.684 0.294 -1.15
N -1.121 -0.404 0.070 0.33
C -0.629 -1.215 -1.036 -1.22
C -0.942 1.030 -0.221 -1.01
C 0.506 1.431 -0.440 0.70
C 0.825 2.187 -1.566 -0.63
C 2.125 2.630 -1.769 -0.53
C 3.096 2.298 -0.836 -0.46
C 2.756 1.519 0.269 -0.23
C 1.459 1.046 0.513 -0.70
H -2.676 -1.738 0.536 0.30
H -3.144 -0.455 -0.592 0.38
H -2.904 -0.082 1.124 0.31
H -0.399 -2.639 1.216 0.06
H -1.170 -0.999 -1.970 0.35
H -0.762 -2.275 -0.804 0.43
H 0.430 -1.014 -1.196 0.32
H -1.344 1.570 0.643 0.35
H -1.551 1.321 -1.094 0.35
H 0.050 2.441 -2.285 0.28
H 2.375 3.224 -2.640 0.36
H 4.117 2.638 -0.969 0.35
H 3.557 1.276 0.964 0.31



Record 2
61
Properties=species:S:1:pos:R:3:mulliken_charge:R:1 method="wB97M-V/def2-TZVPD" lumo_energy_ev=-3.75 energy_ha=-1315.44435 multiplicity=1 homo_energy_ev=-11.0 gap_ev=7.3 total_charge=+1
C -1.902 -5.695 2.204 -1.01
C -1.832 -4.347 1.950 0.08
C -2.883 -3.488 1.300 -0.67
N -4.033 -4.228 0.755 -0.01
C -4.913 -4.948 1.470 0.37
N -5.659 -4.439 2.457 -0.44
N -5.056 -6.258 1.184 -0.54
H -1.847 -6.486 1.455 0.33
H -1.943 -5.998 3.252 0.29
H -0.912 -3.830 2.242 0.38
H -2.413 -2.987 0.445 0.29
H -3.234 -2.674 1.940 0.34
H -4.225 -4.154 -0.235 0.34
H -5.207 -3.582 2.779 0.31
H -5.689 -5.098 3.235 0.34
H -5.011 -6.823 2.030 0.36
H -4.244 -6.548 0.647 0.31
N -1.906 -4.010 -3.316 -0.53
C -0.868 -4.235 -4.118 -0.33
C 0.208 -5.043 -3.778 -0.29
C 0.205 -5.648 -2.534 -0.56
C -0.867 -5.424 -1.684 0.07
C -1.891 -4.602 -2.126 0.13
H -0.908 -3.739 -5.081 0.38
H 1.024 -5.193 -4.471 0.38
H 1.026 -6.284 -2.229 0.39
H -0.906 -5.877 -0.702 0.24
H -2.749 -4.399 -1.497 0.06
N -2.395 -0.349 0.627 -0.27
C -1.480 0.017 1.529 0.07
C -0.772 1.204 1.472 -0.70
C -1.024 2.064 0.417 -0.16
C -1.967 1.707 -0.532 -0.67
C -2.623 0.496 -0.381 -0.18
H -1.312 -0.690 2.337 0.32
H -0.043 1.448 2.231 0.31
H -0.490 3.002 0.334 0.51
H -2.190 2.351 -1.371 0.38
H -3.372 0.176 -1.097 0.36
N 2.683 1.405 0.841 -0.50
C 3.594 1.766 1.746 -0.25
C 4.306 2.955 1.691 -0.54
C 4.062 3.816 0.634 -0.11
C 3.123 3.461 -0.319 -0.33
C 2.464 2.251 -0.168 -0.43
H 3.753 1.059 2.553 0.36
H 5.031 3.197 2.456 0.38
H 4.597 4.753 0.552 0.51
H 2.908 4.109 -1.158 0.43
H 1.717 1.930 -0.887 0.50
N 3.715 7.101 -1.274 -0.36
C 4.127 7.875 -2.278 -0.14
C 4.701 9.125 -2.102 -0.49
C 4.854 9.601 -0.810 -0.13
C 4.432 8.812 0.248 -0.64
C 3.874 7.577 -0.039 -0.09
H 3.984 7.464 -3.271 0.36
H 5.019 9.709 -2.954 0.35
H 5.297 10.572 -0.630 0.37
H 4.533 9.147 1.271 0.35
H 3.530 6.924 0.756 0.44



Record 3
10
Properties=species:S:1:pos:R:3:mulliken_charge:R:1 method="wB97M-V/def2-TZVPD" lumo_energy_ev=0.13 energy_ha=-247.13281 multiplicity=1 e_above_lowest_kj_mol=458.0 homo_energy_ev=-8.5 gap_ev=8.7 total_charge=0
O 1.113 1.110 1.813 -0.47
C 0.380 1.229 0.843 0.06
C -0.682 0.225 0.621 -0.17
C -0.340 -0.726 -0.934 -0.53
N -0.261 -1.121 0.503 -0.37
H 0.365 2.153 0.228 0.34
H -0.914 0.276 -0.930 0.30
H -1.022 -1.377 -1.483 0.30
H 0.628 -0.571 -1.409 0.30
H 0.734 -1.198 0.746 0.25



Record 4
12
Properties=species:S:1:pos:R:3:mulliken_charge:R:1 method="wB97M-V/def2-TZVPD" lumo_energy_ev="-0.29 / -0.29" energy_ha=-302.49244 multiplicity=1 e_above_lowest_kj_mol=526.8 homo_energy_ev="-7.9 / -7.9" gap_ev="7.6 / 7.6" total_charge=0
C 0.234 1.433 -0.038 -0.74
N 1.975 -0.023 -0.086 -0.67
C 1.141 -0.897 -0.327 -0.01
N -0.285 -0.439 -0.404 -0.30
C -1.195 -0.840 0.606 0.08
O -2.382 -0.646 0.539 -0.46
H -0.826 1.669 -0.154 0.35
H 0.600 1.585 0.972 0.34
H 0.883 1.854 -0.793 0.35
H 1.270 -1.978 -0.471 0.42
H -0.734 -0.453 -1.324 0.29
H -0.680 -1.264 1.481 0.36



Record 5
15
Properties=species:S:1:pos:R:3:mulliken_charge:R:1 method="wB97M-V/def2-TZVPD" lumo_energy_ev="-1.06 / -1.06" energy_ha=-722.73540 multiplicity=1 e_above_lowest_kj_mol=479.6 homo_energy_ev="-8.1 / -8.1" gap_ev="7.1 / 7.1" total_charge=0
C 0.276 -0.864 -0.493 0.73
C 0.907 -2.950 0.571 -0.67
C 1.132 -1.942 -0.241 -0.41
C -1.261 1.029 -0.500 -0.57
C -0.358 1.661 0.666 0.10
N -0.684 -0.236 -0.827 -0.22
O 0.232 0.786 1.334 -0.67
S 0.742 2.958 -0.162 -0.29
H 1.677 -3.583 0.756 0.30
H -0.025 -2.994 0.962 0.31
H 2.033 -1.724 -0.663 0.32
H -2.309 0.728 -0.038 0.26
H -1.195 1.516 -1.442 0.37
H -1.059 2.332 1.225 0.35
H -0.108 3.281 -1.148 0.06



Record 6
151
Properties=species:S:1:pos:R:3:mulliken_charge:R:1 method="wB97M-V/def2-TZVPD" lumo_energy_ev=-3.68 energy_ha=-9789.40942 multiplicity=1 e_above_lowest_kj_mol=631.2 homo_energy_ev=-10.1 gap_ev=6.5 total_charge=+1
C -0.741 -2.717 2.901 -0.79
C -1.340 -1.794 1.710 0.82
O -1.484 -0.485 2.205 0.16
C -1.492 0.684 1.467 0.21
O -0.154 1.159 1.471 1.03
C 0.943 0.294 1.387 0.19
C 2.310 1.145 1.582 1.27
C 3.137 1.324 0.234 -1.31
C 3.274 0.331 2.592 -0.33
C 2.691 0.219 4.068 -1.01
C 3.682 -1.107 2.038 -0.75
C -1.886 0.504 -0.105 -0.20
C -3.165 -0.374 -0.381 -1.89
C -3.005 -1.725 -1.189 -0.60
N -3.661 -1.558 -2.551 -0.34
N -1.688 -2.328 -1.333 -0.02
N -3.879 -2.756 -0.491 -0.51
C -1.715 1.865 -0.913 -0.46
Br 0.218 1.956 -1.558 0.12
P -2.411 1.802 -2.727 0.08
N -1.589 0.352 -3.372 -0.55
O -4.067 1.515 -2.838 -0.45
C -2.115 3.234 -0.097 0.41
N -3.131 3.749 -1.139 -0.66
C -3.036 4.885 -1.641 0.19
S -3.303 6.515 -1.843 -0.06
P -0.799 4.595 -0.188 0.28
N 0.573 4.409 0.611 -0.77
N -2.848 2.963 1.240 1.30
C -4.310 2.721 0.825 -0.21
P -3.020 4.641 1.962 0.38
O -4.226 4.845 2.863 -0.66
C -2.306 1.951 2.172 -1.41
Br -0.864 2.720 3.415 0.07
C -3.226 1.348 3.329 0.74
F -4.099 0.317 2.884 -0.28
F -2.394 0.787 4.351 -0.25
C -4.150 2.176 4.298 -0.37
F -5.454 2.509 3.875 -0.19
F -3.523 3.200 5.050 -0.24
H 0.276 -3.096 2.571 0.28
H -0.588 -2.081 3.823 -0.08
H -1.399 -3.635 3.079 -0.06
H -0.593 -1.880 0.866 -0.41
H -2.353 -2.260 1.469 0.32
H 1.036 -0.579 2.097 -0.88
H 1.027 -0.151 0.330 -0.22
H 2.031 2.110 2.101 0.27
H 3.026 0.464 -0.492 0.23
H 4.231 1.462 0.509 0.51
H 2.800 2.295 -0.251 -0.01
H 4.255 0.916 2.681 0.51
H 3.491 -0.097 4.818 0.37
H 2.094 1.117 4.412 0.21
H 1.950 -0.658 4.058 0.12
H 2.816 -1.855 2.038 -0.01
H 4.120 -1.090 0.997 0.17
H 4.466 -1.571 2.729 0.34
H -0.988 -0.120 -0.459 0.63
H -4.069 0.125 -0.838 0.70
H -3.554 -0.682 0.656 0.59
H -4.657 -1.441 -2.331 0.35
H -3.587 -2.435 -3.079 0.32
H -1.575 -3.238 -0.876 0.34
H -1.541 -2.486 -2.343 0.43
H -4.718 -2.317 -0.101 0.26
H -4.096 -3.439 -1.220 0.31
H -2.253 -0.104 -4.011 0.31
H -0.825 0.690 -3.986 0.14
H -4.207 0.940 -3.626 0.18
H -1.243 5.915 0.192 0.37
H -0.335 4.751 -1.557 0.19
H 0.476 3.519 1.105 0.04
H -4.941 2.236 1.625 -0.12
H -4.433 1.988 -0.021 0.04
H -4.875 3.702 0.667 0.66
H -1.803 5.159 2.490 0.16
H -3.317 5.603 0.914 0.16
H -4.426 1.450 5.143 0.31
C 7.710 -1.143 2.275 -0.55
O 6.764 -1.233 1.213 -0.40
H 7.246 -1.506 3.192 0.26
H 8.582 -1.760 2.042 0.36
H 8.013 -0.103 2.412 0.13
H 7.198 -0.907 0.417 0.24
C -6.509 1.964 -4.921 -0.57
O -6.726 0.605 -4.559 -0.50
H -5.652 2.014 -5.593 0.22
H -7.392 2.357 -5.431 0.35
H -6.301 2.554 -4.025 0.20
H -7.486 0.585 -3.967 0.30
C 1.015 2.659 -6.297 -0.52
O -0.205 2.439 -5.596 -0.37
H 1.819 2.143 -5.775 0.11
H 0.930 2.264 -7.311 0.26
H 1.233 3.730 -6.330 0.30
H -0.899 2.904 -6.077 0.22
C -1.425 -2.366 6.676 -0.44
O -0.380 -3.091 6.043 -0.48
H -2.090 -1.968 5.909 0.09
H -1.991 -3.030 7.335 0.32
H -1.005 -1.538 7.254 0.26
H 0.193 -3.432 6.739 0.29
C 2.325 -0.577 -7.479 -0.22
O 1.381 0.029 -8.351 -0.50
H 2.090 -0.295 -6.453 0.09
H 2.270 -1.664 -7.577 0.07
H 3.331 -0.230 -7.729 0.30
H 1.612 -0.236 -9.248 0.29
C 9.562 2.596 3.558 -0.54
O 8.602 1.761 4.191 -0.48
H 9.979 2.065 2.703 0.22
H 9.084 3.516 3.212 0.26
H 10.365 2.836 4.260 0.26
H 8.248 2.252 4.942 0.28
C 2.339 -3.399 -1.838 -0.71
O 1.269 -2.912 -1.036 -0.32
H 3.134 -3.753 -1.183 0.25
H 1.988 -4.227 -2.460 0.31
H 2.723 -2.595 -2.471 0.25
H 0.579 -2.605 -1.636 0.12
C 4.897 3.062 -2.800 -0.59
O 3.477 3.046 -2.863 -0.36
H 5.289 2.398 -3.569 0.23
H 5.264 4.076 -2.977 0.29
H 5.228 2.713 -1.818 0.21
H 3.155 3.639 -2.175 0.23
C -2.733 -6.553 2.745 -0.62
O -3.158 -5.221 2.484 -0.42
H -2.353 -6.986 1.821 0.22
H -1.937 -6.548 3.495 0.27
H -3.576 -7.148 3.103 0.28
H -3.489 -4.860 3.315 0.27
C 6.635 -5.409 2.872 -0.56
O 7.279 -4.219 3.304 -0.50
H 6.845 -6.201 3.590 0.23
H 5.555 -5.247 2.818 0.23
H 7.016 -5.702 1.890 0.25
H 7.079 -3.534 2.653 0.32
C -8.651 2.783 1.483 -0.67
O -7.274 2.441 1.362 -0.36
H -9.165 2.497 0.566 0.22
H -9.092 2.246 2.326 0.27
H -8.753 3.860 1.634 0.30
H -6.845 2.703 2.186 0.24
C 2.381 -5.104 -6.881 -0.49
O 1.345 -4.580 -6.061 -0.46
H 3.188 -5.463 -6.243 0.21
H 1.994 -5.935 -7.476 0.26
H 2.763 -4.320 -7.540 0.20
H 0.646 -4.270 -6.647 0.28



Record 7
25
Properties=species:S:1:pos:R:3:mulliken_spin:R:1 method="wB97M-V/def2-TZVPD" s_squared=0.750 lumo_energy_ev="3.46 / 3.33" energy_ha=-405.82613 multiplicity=2 e_above_lowest_kj_mol=207.7 homo_energy_ev="1.1 / -6.1" gap_ev="2.4 / 9.4" total_charge=-1
C 0.504 1.297 0.380 1.05
C -0.783 0.527 0.660 0.36
C -1.782 0.550 -0.511 -0.55
C -3.252 0.154 -0.193 0.40
C -1.216 -0.076 -1.734 0.71
N -0.515 -0.892 1.027 0.15
H 0.770 2.098 1.136 -0.20
H 1.423 0.721 0.446 0.30
H 0.550 1.921 -0.507 -0.50
H -1.256 1.179 1.455 -0.05
H -1.933 1.581 -0.567 -0.12
H -3.945 0.911 -0.615 -0.08
H -3.500 0.066 0.940 0.05
H -3.550 -0.950 -0.422 -0.07
H -0.132 -0.245 -1.945 -0.07
H -1.384 -1.230 -1.705 0.04
H -1.539 0.466 -2.637 -0.28
H -1.186 -1.271 1.589 -0.15
H -0.285 -1.557 0.202 -0.25
H 5.416 -1.808 -1.169 -0.15
H 4.966 -0.365 -1.604 -0.18
O 5.385 -1.229 -1.899 0.60
H 2.888 -0.111 2.984 -0.13
H 1.781 -0.818 2.098 -0.01
O 2.574 -0.918 2.588 0.11



Record 8
9
Properties=species:S:1:pos:R:3:mulliken_charge:R:1 method="wB97M-V/def2-TZVPD" lumo_energy_ev=0.55 energy_ha=-587.08390 multiplicity=1 e_above_lowest_kj_mol=107.8 homo_energy_ev=-9.5 gap_ev=10.1 total_charge=0
C 1.357 -0.253 -0.099 0.05
N -1.692 0.544 0.204 -0.39
O 0.780 -0.664 1.068 -0.50
O 0.341 -0.517 -1.099 -0.38
P -0.831 -0.892 0.042 0.33
H 1.704 0.753 -0.255 0.23
H 2.136 -0.924 -0.484 0.18
H -1.509 1.291 -0.426 0.25
H -2.286 0.663 1.049 0.25



Record 9
21
Properties=species:S:1:pos:R:3:mulliken_charge:R:1 method="wB97M-V/def2-TZVPD" lumo_energy_ev=-3.11 energy_ha=-365.76269 multiplicity=1 e_above_lowest_kj_mol=178.6 homo_energy_ev=-13.1 gap_ev=10.0 total_charge=+1
C 0.316 1.872 0.135 -0.67
C -0.508 2.111 -1.116 -0.49
C -1.832 1.397 -1.146 -0.35
C -2.061 0.353 -1.971 -0.56
N 0.537 0.393 0.339 -0.33
H 1.313 2.308 0.149 0.40
H -0.203 2.243 1.021 0.32
H -0.749 3.173 -1.217 0.34
H 0.101 1.969 -2.013 0.36
H -2.725 1.828 -0.707 0.35
H -3.015 0.242 -2.470 0.29
H -1.309 -0.414 -2.132 0.22
H -0.374 -0.048 0.161 0.33
H 1.199 -0.031 -0.306 0.36
H 0.744 0.174 1.323 0.44
H 2.174 -4.045 0.395 0.32
H 2.607 -4.058 1.839 0.33
O 1.915 -3.706 1.262 -0.66
H 0.030 -2.289 2.488 0.30
H 1.341 -1.942 1.845 0.38
O 0.499 -1.530 2.118 -0.68



Record 10
124
Properties=species:S:1:pos:R:3:mulliken_charge:R:1 method="wB97M-V/def2-TZVPD" lumo_energy_ev=0.37 energy_ha=-2538.14977 multiplicity=1 e_above_lowest_kj_mol=266.8 homo_energy_ev=-8.9 gap_ev=9.3 total_charge=0
N -1.843 -0.236 4.559 -0.11
C -2.199 -0.213 5.860 -0.36
C -2.040 0.920 6.695 -0.69
C -1.192 1.942 6.271 -0.35
C -0.778 1.890 4.919 -0.46
C -1.167 0.820 4.020 -0.15
H -2.849 -1.038 6.110 0.46
H -2.515 0.876 7.664 0.43
H -0.713 2.780 6.755 0.41
H -0.309 2.760 4.484 0.42
H -0.718 0.814 3.038 0.35
N 4.458 0.247 0.295 -0.25
C 4.288 -0.874 1.024 -0.04
C 4.718 -1.020 2.374 -0.47
C 5.595 -0.036 2.836 -0.51
C 5.746 1.136 2.104 -0.70
C 5.154 1.241 0.819 -0.15
H 3.756 -1.693 0.564 0.44
H 4.626 -1.995 2.827 0.39
H 5.986 -0.051 3.843 0.37
H 6.362 1.994 2.328 0.37
H 5.133 2.154 0.242 0.56
N 3.415 3.211 -2.782 -0.05
C 2.909 2.578 -1.718 -0.21
C 2.740 3.150 -0.432 -0.68
C 3.266 4.400 -0.299 -0.34
C 3.875 5.059 -1.318 -0.43
C 3.968 4.399 -2.545 -0.79
H 2.517 1.607 -1.981 0.56
H 2.255 2.617 0.372 0.47
H 3.162 5.006 0.589 0.40
H 4.334 6.015 -1.108 0.46
H 4.616 4.768 -3.326 0.48
N 1.127 -1.202 0.811 0.22
C 0.172 -1.372 1.761 -1.00
C -1.115 -0.994 1.489 -1.22
C -1.446 -0.267 0.324 0.12
C -0.390 -0.023 -0.563 0.27
C 0.888 -0.542 -0.358 -1.17
H 0.357 -1.968 2.642 0.69
H -1.885 -1.108 2.238 0.80
H -2.450 0.043 0.074 0.58
H -0.603 0.438 -1.516 0.34
H 1.821 -0.481 -0.899 0.45
C 4.066 0.827 -5.104 -0.80
C 3.492 -0.454 -5.409 0.84
O 3.519 -0.973 -6.484 -0.61
C 2.930 -1.221 -4.135 -0.71
H 5.053 0.680 -5.543 0.45
H 4.248 1.061 -4.055 0.12
H 3.462 1.653 -5.481 0.05
H 3.592 -1.065 -3.284 0.35
H 2.961 -2.280 -4.390 0.40
H 1.939 -0.974 -3.753 -0.09
C 0.863 2.509 -5.379 -1.58
C 0.454 1.234 -4.770 1.16
O 0.644 0.958 -3.598 -0.19
C -0.497 0.430 -5.435 -1.36
H 1.675 2.929 -4.784 0.12
H 0.032 3.214 -5.349 0.44
H 1.129 2.323 -6.419 0.47
H -1.257 1.032 -5.933 0.48
H -1.140 -0.165 -4.787 0.00
H 0.022 -0.218 -6.141 0.42
C -1.085 -3.169 -1.767 -0.24
C 0.023 -4.235 -1.647 0.80
O 1.112 -4.084 -2.190 -0.61
C -0.452 -5.450 -0.868 -0.93
H -0.622 -2.294 -2.222 -0.37
H -1.354 -2.959 -0.731 -0.06
H -1.943 -3.567 -2.309 0.64
H -0.113 -5.554 0.162 0.12
H -0.401 -6.359 -1.468 0.39
H -1.529 -5.289 -0.826 0.29
C -4.839 2.366 3.312 -0.80
C -4.706 2.484 1.732 0.73
O -3.810 1.931 1.075 -0.35
C -5.715 3.355 1.034 -1.28
H -3.870 2.182 3.776 0.05
H -5.556 1.566 3.497 0.31
H -5.196 3.339 3.649 0.40
H -5.267 3.617 0.076 0.31
H -5.844 4.293 1.575 0.38
H -6.716 2.993 0.799 0.32
C -4.469 -5.453 2.837 -1.24
C -3.138 -5.085 2.248 0.75
O -2.642 -5.610 1.273 -0.54
C -2.334 -4.180 3.104 -0.47
H -4.843 -4.662 3.487 0.33
H -4.356 -6.353 3.442 0.31
H -5.241 -5.739 2.122 0.38
H -1.531 -3.917 2.415 -0.22
H -1.911 -4.735 3.941 0.40
H -2.892 -3.294 3.406 0.31
C -3.101 0.932 -2.953 -0.04
C -3.923 0.197 -3.999 0.67
O -3.670 0.263 -5.157 -0.53
C -5.062 -0.686 -3.557 -1.27
H -2.491 1.722 -3.393 0.16
H -2.527 0.355 -2.228 -0.40
H -3.861 1.297 -2.263 0.35
H -5.553 -1.150 -4.413 0.36
H -5.857 -0.156 -3.033 0.35
H -4.667 -1.518 -2.973 0.24
C -1.301 3.606 -0.769 0.37
C -0.433 4.743 -1.109 0.55
O -0.323 5.597 -0.277 -0.61
C 0.245 4.786 -2.476 -0.10
H -1.478 3.065 -1.699 -0.39
H -2.233 3.971 -0.338 0.19
H -0.915 2.809 -0.134 -0.07
H 0.326 5.770 -2.939 0.47
H -0.143 4.068 -3.198 -0.20
H 1.273 4.480 -2.285 -0.17
C 2.175 -4.086 3.102 -0.09
C 2.254 -3.637 4.591 0.90
O 1.272 -2.935 4.971 -0.56
C 3.394 -4.061 5.435 -1.35
H 2.198 -5.159 2.911 0.43
H 3.037 -3.574 2.673 0.01
H 1.310 -3.681 2.578 -0.33
H 2.974 -4.397 6.383 0.43
H 4.016 -3.225 5.754 0.30
H 4.083 -4.789 5.008 0.32



Record 11
12
Properties=species:S:1:pos:R:3:mulliken_charge:R:1 method="wB97M-V/def2-TZVPD" lumo_energy_ev="-7.14 / -7.14" energy_ha=-380.62201 multiplicity=1 e_above_lowest_kj_mol=540.3 homo_energy_ev="-15.5 / -15.5" gap_ev="8.4 / 8.4" total_charge=+1
C 0.031 -1.035 2.249 -0.09
C -1.083 -0.378 1.905 -0.17
C 0.288 -0.271 0.347 0.54
C 0.499 0.932 -2.345 -0.50
O 0.890 -0.979 1.170 -0.11
O -0.855 0.221 0.705 -0.15
O 0.995 -0.036 -1.672 -0.24
H 0.265 -1.661 3.127 0.36
H -1.781 -0.024 2.594 0.39
H 1.036 1.880 -2.527 0.31
H -0.639 0.928 -2.199 0.34
H 0.354 0.424 -3.354 0.33